{"formula": "C22H49AgBrN3O4", "method": "ωB97M-V/def2-TZVPD", "spin_multiplicity": 2, "mol_weight_da": 607.42, "total_charge": -1, "homo_ev": [-1.98, -1.98], "s_squared": 0.7538, "lumo_energy_ev": [2.35, 2.34], "symbols": ["O", "H", "C", "H", "H", "H", "H", "H", "H", "H", "H", "H", "H", "H", "C", "H", "H", "O", "C", "C", "C", "H", "C", "H", "N", "H", "H", "H", "C", "C", "C", "C", "H", "H", "C", "H", "C", "H", "C", "O", "C", "H", "Ag", "H", "H", "H", "H", "H", "H", "C", "H", "H", "C", "C", "H", "N", "H", "H", "C", "H", "O", "H", "H", "H", "C", "H", "H", "H", "H", "H", "N", "H", "Br", "C", "C", "H", "H", "H", "C", "H"], "coordinates": [[-6.434, -18.804, 18.608], [-0.407, -17.386, 19.409], [-7.505, -13.921, 14.617], [-8.258, -15.059, 19.084], [-9.012, -16.896, 15.904], [1.255, -18.003, 19.110], [-5.256, -14.321, 13.344], [-4.734, -13.928, 15.053], [-9.382, -13.047, 15.259], [-3.266, -15.586, 22.183], [-4.528, -15.505, 14.429], [1.200, -17.133, 15.439], [-3.939, -19.184, 21.495], [-8.048, -16.116, 13.567], [-1.059, -15.174, 16.905], [-6.664, -14.680, 18.763], [-6.468, -16.400, 13.133], [-5.434, -16.150, 16.681], [-8.731, -14.468, 16.768], [-1.040, -14.566, 18.314], [-3.179, -17.268, 20.852], [-7.608, -17.731, 16.636], [-3.032, -16.650, 22.247], [-8.972, -17.283, 17.616], [-6.502, -15.349, 16.310], [-9.538, -14.691, 14.791], [2.252, -17.227, 16.929], [-7.079, -12.974, 14.983], [0.029, -18.860, 16.898], [-6.553, -15.093, 14.903], [1.462, -15.308, 16.406], [-5.208, -14.647, 14.384], [-8.659, -13.614, 17.446], [-2.348, -15.180, 15.214], [-2.722, -20.641, 19.485], [0.905, -19.396, 17.249], [-3.093, -18.781, 20.918], [-4.245, -15.973, 19.733], [-7.083, -16.294, 14.043], [-2.127, -17.137, 17.276], [-8.857, -14.006, 15.315], [-2.811, -20.901, 18.433], [-4.304, -18.000, 18.011], [0.007, -14.695, 15.024], [-1.743, -20.769, 19.971], [-1.987, -16.735, 22.556], [-2.289, -13.614, 16.013], [-1.637, -15.141, 19.019], [-2.367, -16.812, 20.283], [0.137, -17.378, 17.303], [-6.764, -18.974, 19.495], [-3.236, -14.992, 16.718], [-7.709, -15.565, 17.059], [0.114, -14.627, 16.109], [-1.467, -13.560, 18.287], [-4.427, -16.895, 20.139], [0.923, -16.335, 19.059], [-0.142, -18.899, 15.823], [0.484, -17.303, 18.787], [-7.180, -18.440, 18.122], [-3.158, -19.308, 19.613], [-6.880, -17.187, 14.629], [-9.721, -14.894, 16.994], [2.194, -15.104, 15.618], [-8.351, -16.943, 16.770], [-5.143, -16.590, 20.802], [0.293, -13.571, 16.334], [-7.625, -13.786, 13.537], [-0.013, -14.404, 18.649], [-0.866, -19.305, 17.343], [-1.057, -16.626, 16.942], [1.981, -14.955, 17.307], [-4.177, -19.888, 15.989], [-7.392, -15.477, 18.554], [-2.328, -14.687, 16.190], [-3.644, -17.126, 23.016], [-6.995, -16.383, 19.001], [-2.153, -19.090, 21.398], [1.331, -16.848, 16.485], [-3.347, -21.332, 20.080]]}

***

{"formula": "C22H49Cl14NO3", "method": "ωB97M-V/def2-TZVPD", "smiles": "CC(N)=O.CC(C)O.CC(C)O.ClCCCl.ClCCCl.ClCCCl.ClCCCl.ClCCCl.ClCCCl.ClCCCl", "mol_weight_da": 871.98, "homo_ev": -9.47, "lumo_energy_ev": 0.18, "symbols": ["C", "H", "C", "N", "H", "O", "C", "Cl", "H", "O", "H", "C", "H", "Cl", "C", "H", "H", "H", "H", "C", "H", "C", "Cl", "H", "H", "Cl", "H", "H", "H", "H", "C", "H", "C", "H", "H", "H", "H", "H", "Cl", "H", "H", "Cl", "Cl", "C", "H", "Cl", "H", "C", "H", "H", "C", "H", "H", "Cl", "H", "H", "H", "C", "H", "C", "C", "H", "C", "H", "H", "H", "C", "H", "H", "O", "Cl", "H", "Cl", "H", "C", "H", "H", "C", "C", "C", "C", "Cl", "H", "Cl", "H", "H", "Cl", "H", "H"], "coordinates": [[-4.532, 14.421, 2.112], [3.274, 17.078, 9.081], [4.450, 18.676, 8.210], [-5.713, 18.567, 5.662], [-4.809, 13.892, 4.215], [-3.788, 15.620, 2.227], [-2.393, 12.498, 6.501], [1.979, 17.859, 7.237], [-7.341, 16.452, 4.274], [0.160, 12.638, 10.416], [-5.610, 14.663, 2.098], [-4.632, 16.065, 9.598], [-0.894, 13.391, 12.000], [-0.037, 14.023, 0.602], [-4.216, 13.785, 0.781], [-4.766, 12.523, 3.099], [-2.094, 12.684, 5.475], [1.389, 15.349, -1.418], [-2.104, 17.506, 5.171], [-2.469, 11.022, 6.762], [-3.270, 13.369, 3.478], [-5.609, 17.371, 5.076], [-0.579, 19.103, 2.729], [0.290, 16.790, 5.209], [-1.050, 15.046, 9.493], [2.512, 16.436, 3.289], [-3.148, 10.790, 7.579], [-4.936, 19.197, 5.550], [-2.190, 20.657, 0.883], [-3.053, 13.694, 10.685], [-2.273, 19.615, 2.748], [-4.094, 17.982, 10.436], [-1.883, 16.462, 5.382], [-2.825, 18.792, 2.297], [2.488, 15.540, 0.014], [-4.012, 16.035, 3.088], [-1.600, 12.952, 7.097], [2.405, 18.568, 2.317], [-1.711, 22.306, 2.621], [-1.305, 15.526, 11.188], [-0.129, 11.726, 10.531], [-0.105, 14.488, 4.794], [-3.899, 13.356, 6.893], [0.347, 15.731, 0.339], [-3.664, 15.742, 9.211], [5.158, 19.464, 1.798], [-2.594, 19.864, 3.758], [-0.512, 16.203, 4.769], [-4.910, 12.961, 0.589], [-5.506, 17.421, 11.097], [-4.553, 17.036, 10.734], [5.112, 18.752, 9.070], [0.323, 15.246, 10.637], [-1.799, 16.263, 7.162], [-6.294, 15.416, 5.303], [0.381, 16.219, 1.311], [-2.320, 12.609, 9.457], [-0.706, 14.906, 10.521], [-3.222, 13.336, 0.747], [4.467, 18.252, 2.879], [1.591, 15.884, -0.492], [-7.366, 16.652, 6.063], [-6.764, 16.389, 5.193], [-6.506, 18.884, 6.186], [-1.503, 10.588, 7.010], [5.177, 17.434, 2.957], [3.139, 17.768, 2.280], [-3.563, 21.054, 1.779], [-2.542, 12.078, 11.114], [-4.627, 17.072, 4.398], [5.210, 17.619, 6.980], [-5.054, 15.093, 9.862], [1.759, 17.618, -0.914], [2.536, 18.634, 9.344], [-0.905, 13.455, 10.904], [-0.509, 16.149, -0.189], [3.239, 17.347, 1.288], [-2.287, 12.944, 10.496], [-2.498, 20.861, 1.910], [-4.343, 13.508, 3.309], [3.113, 18.053, 8.628], [-5.640, 16.655, 8.257], [-4.374, 14.507, -0.018], [-3.714, 16.232, 12.105], [4.252, 18.686, 3.852], [-0.530, 16.514, 3.725], [-3.092, 10.152, 5.302], [4.316, 19.668, 7.788], [-2.637, 15.783, 4.999]]}

***

{"formula": "C22H49F4N2O17P4", "method": "ωB97M-V/def2-TZVPD", "mol_weight_da": 813.52, "total_charge": 1, "homo_ev": -11.99, "lumo_energy_ev": -4.94, "symbols": ["H", "C", "O", "O", "C", "C", "H", "O", "H", "H", "H", "H", "O", "H", "H", "C", "C", "H", "C", "H", "H", "H", "C", "O", "C", "H", "O", "P", "O", "H", "H", "H", "O", "H", "H", "F", "H", "H", "H", "O", "F", "N", "H", "H", "H", "O", "H", "C", "C", "H", "H", "C", "P", "O", "C", "O", "H", "H", "C", "C", "O", "P", "F", "O", "H", "H", "H", "H", "C", "H", "H", "C", "C", "F", "H", "O", "C", "H", "H", "H", "C", "H", "O", "P", "H", "C", "H", "H", "O", "H", "C", "H", "H", "H", "H", "C", "H", "N"], "coordinates": [[4.642, -2.260, 0.792], [3.285, 0.740, -8.093], [3.419, -1.902, 4.817], [5.107, 1.981, -0.395], [-2.426, -1.932, 3.339], [-2.862, -0.669, 2.706], [2.952, -1.032, -4.490], [3.431, 3.143, -1.812], [6.974, 3.748, -3.362], [1.517, -3.696, 4.368], [-1.800, -2.898, 6.423], [-6.883, 2.626, -1.572], [-2.386, 3.215, -1.196], [-1.864, -2.686, 2.763], [-1.478, 1.063, -3.294], [-1.591, -4.357, 4.788], [-6.454, 2.588, 3.509], [5.422, -1.873, 5.354], [-2.575, 4.578, -1.591], [-2.932, 0.137, -3.759], [-1.658, 5.125, -1.378], [4.355, 0.928, -8.036], [1.957, -1.426, -4.696], [3.806, 0.611, -2.150], [-4.065, 1.576, 3.070], [-4.429, 0.619, 5.441], [4.701, -2.690, 2.835], [-3.431, 2.129, -1.685], [-3.276, 2.119, -3.271], [2.778, 1.657, -8.397], [-6.519, 3.572, 2.976], [2.822, -4.463, 3.421], [0.887, -1.049, -7.551], [5.804, 4.294, -2.147], [-2.789, 4.651, -2.657], [-6.148, 0.257, 2.784], [7.113, 3.168, -1.695], [-7.508, 2.248, 3.655], [-0.620, -2.079, -8.487], [-4.844, 2.833, -1.475], [-0.775, -5.010, 7.008], [-3.902, -0.067, 4.893], [1.549, -1.840, -3.776], [1.587, 2.328, -2.246], [-5.990, 1.095, -1.489], [0.505, 1.417, -6.887], [1.813, 4.022, -2.716], [-0.450, -1.095, -8.053], [4.505, -1.309, 5.533], [-2.247, 1.334, -4.870], [3.101, -0.045, -8.828], [-5.609, 1.550, 2.683], [3.461, -1.771, 3.233], [2.188, -2.596, 2.753], [6.411, 3.450, -2.479], [-3.299, 0.811, -1.042], [4.644, -0.271, 5.230], [6.035, -3.204, 1.358], [-2.431, 1.103, -3.823], [-3.584, 0.185, 3.621], [1.097, -0.373, -5.137], [1.261, 0.191, -6.612], [-0.162, -6.263, 5.328], [5.593, 2.332, -2.825], [3.698, 0.781, 0.563], [2.584, 2.738, -3.669], [-0.616, -3.974, 4.352], [-3.326, -3.738, 6.045], [-2.833, -2.021, 4.746], [-3.389, 5.021, -1.017], [-2.648, -0.426, 1.644], [1.920, -3.852, 3.366], [2.293, 3.047, -2.664], [-2.264, -6.288, 6.050], [5.949, -1.471, 1.717], [2.833, 0.319, -6.805], [-2.409, -3.300, 5.572], [4.827, 1.649, 1.614], [4.273, -1.340, 6.596], [1.177, -4.379, 2.767], [5.363, -2.383, 1.601], [-0.576, -0.341, -8.831], [-2.339, -5.029, 3.769], [4.436, 1.898, -1.831], [-5.670, 1.904, 1.622], [-5.992, 2.101, -1.911], [-1.173, -0.927, -7.254], [-5.965, 2.802, 4.489], [3.525, -0.403, 2.718], [2.019, -2.220, -5.443], [-1.179, -5.497, 5.801], [-3.424, 1.860, 2.204], [-3.902, 2.306, 3.905], [-6.007, 2.045, -3.000], [-3.145, -4.526, 3.573], [4.232, 1.718, 0.707], [3.518, 2.538, 0.813], [-3.532, -1.180, 5.484]]}

***

{"formula": "C22H49IrN2OP3Se", "method": "ωB97M-V/def2-TZVPD", "spin_multiplicity": 5, "mol_weight_da": 721.75, "total_charge": 3, "homo_ev": [-15.18, -15.58], "s_squared": 6.0330, "lumo_energy_ev": [-8.06, -11.81], "symbols": ["H", "C", "C", "C", "H", "H", "H", "P", "H", "H", "H", "C", "C", "H", "C", "H", "C", "C", "C", "H", "C", "H", "C", "C", "H", "H", "N", "C", "H", "C", "H", "C", "H", "H", "H", "H", "N", "H", "H", "H", "H", "H", "H", "H", "C", "C", "H", "C", "H", "H", "H", "H", "P", "P", "H", "H", "C", "H", "Ir", "H", "O", "C", "Se", "H", "H", "H", "H", "H", "C", "H", "H", "H", "C", "H", "H", "H", "H", "H", "H"], "coordinates": [[-0.933, 1.448, 3.207], [-0.035, -2.986, 3.339], [-1.938, -1.630, 2.912], [2.711, -2.357, 0.742], [-2.066, 2.849, 1.485], [1.889, 3.063, -0.231], [-2.159, -2.529, 5.652], [2.282, -0.565, 0.591], [-2.237, -0.218, -1.074], [1.450, 4.031, 1.213], [0.196, 4.686, -7.475], [1.670, 2.622, -4.508], [-0.962, 1.311, -1.872], [3.785, 1.068, -0.377], [0.350, 3.124, -4.459], [2.127, -2.568, -2.138], [1.960, 3.724, -6.661], [-0.269, -3.361, -0.465], [0.621, 4.134, -6.646], [4.661, -0.382, 0.187], [1.253, -2.127, -2.628], [-3.653, -0.675, 1.070], [-1.597, -1.941, -2.479], [-1.668, 0.671, -0.818], [-1.243, -3.977, 5.213], [-4.987, -2.238, 3.481], [-3.217, -1.160, 3.075], [-0.176, 3.838, -5.537], [3.767, -2.428, 1.046], [3.766, -0.021, -0.327], [-4.814, -0.667, 4.292], [2.867, -0.134, 2.293], [-3.871, -2.053, 4.867], [-1.413, 3.362, -0.099], [-0.903, 2.409, -1.812], [2.596, 3.978, -7.505], [-1.380, -2.597, 3.697], [-2.480, -2.168, -1.866], [3.537, 2.669, -5.603], [0.633, -2.109, 3.284], [-2.123, 1.342, -0.096], [-1.218, 4.162, -5.484], [-0.251, 2.925, -3.569], [-1.425, -2.763, -3.182], [0.106, 1.650, 2.916], [-1.964, -3.245, 4.841], [1.533, -1.175, -3.100], [-3.638, -0.208, 2.068], [3.739, -0.424, -1.341], [2.289, -0.631, 3.083], [0.977, 1.211, -2.228], [2.614, -2.892, -0.206], [-0.088, -1.815, -1.429], [0.214, 1.979, 1.114], [0.720, 0.796, 3.213], [0.453, 2.549, 3.447], [-1.168, 3.189, 0.952], [-0.514, -4.170, -1.169], [0.466, 0.276, -0.495], [2.557, 2.634, 1.380], [-1.241, -1.131, 1.994], [2.492, 2.989, -5.607], [2.351, 1.490, -3.172], [-2.947, 0.647, 2.030], [-4.647, 0.148, 2.306], [-1.079, -3.268, 0.268], [-0.012, -3.488, 2.356], [-2.884, -3.782, 4.578], [1.685, 3.026, 0.847], [-1.763, -1.013, -3.032], [-1.006, 0.856, -2.875], [-0.825, 4.131, 1.397], [-4.268, -1.567, 3.978], [0.661, -3.616, 0.050], [2.869, 0.942, 2.482], [0.869, -2.817, -3.386], [0.324, -3.679, 4.105], [3.908, -0.481, 2.389], [2.116, -2.869, 1.512]]}

***

{"formula": "C22H50BN2O9S4", "method": "ωB97M-V/def2-TZVPD", "spin_multiplicity": 2, "mol_weight_da": 625.73, "homo_ev": [-8.40, -8.70], "s_squared": 0.7541, "lumo_energy_ev": [0.15, 0.14], "symbols": ["H", "H", "O", "H", "O", "H", "H", "H", "H", "H", "B", "H", "S", "O", "H", "H", "C", "S", "H", "H", "C", "H", "H", "H", "C", "O", "C", "C", "O", "H", "H", "H", "N", "O", "H", "C", "H", "H", "C", "H", "H", "S", "C", "H", "H", "H", "S", "O", "H", "C", "H", "H", "C", "C", "C", "H", "H", "H", "O", "H", "H", "C", "H", "H", "C", "H", "H", "C", "H", "H", "O", "H", "C", "N", "H", "C", "C", "C", "H", "H", "H", "C", "C", "H", "H", "H", "C", "H"], "coordinates": [[-4.990, -2.587, -0.136], [-2.301, -1.133, 1.463], [7.721, 1.096, -1.110], [-5.523, -0.582, 2.438], [0.123, -3.153, -0.735], [-2.493, 5.103, 4.976], [-2.688, 3.035, 0.131], [-1.611, 1.203, 0.133], [-5.564, 5.288, 4.516], [7.483, -1.869, -3.088], [-3.010, -2.720, -2.169], [3.704, -4.495, -3.896], [4.112, 2.469, 2.296], [3.574, 1.093, 2.483], [-2.865, -2.470, 0.562], [-0.186, -3.779, 1.757], [-5.135, 4.323, 4.244], [4.654, -3.275, -2.067], [-4.741, 3.819, 5.127], [-3.786, -0.833, 2.866], [-3.566, 1.171, -0.663], [1.262, -2.826, 1.651], [-4.779, -2.140, 2.253], [-2.308, -4.469, -2.458], [-2.812, -1.385, 0.539], [-4.016, 1.336, 1.583], [-2.816, 5.645, 4.086], [-2.082, -1.449, -2.008], [-4.262, -2.626, -2.760], [2.543, -3.855, -1.080], [1.108, 0.398, 1.339], [6.141, 3.518, 3.006], [-4.287, 0.665, 0.526], [0.657, -0.003, -1.821], [-2.406, -0.715, -2.734], [-0.081, -2.378, 0.130], [2.914, -2.119, -0.948], [4.875, 0.540, -1.576], [-3.495, 2.718, -0.509], [5.151, -0.900, -2.584], [4.056, 2.424, -0.075], [-3.812, 4.561, 3.051], [0.506, -0.205, -0.664], [-6.242, -1.576, 0.527], [-1.944, 5.950, 3.511], [-1.684, 1.059, -1.614], [7.112, -0.234, -1.384], [-4.359, 5.393, 1.948], [-5.896, 3.700, 3.779], [-4.591, -1.070, 2.188], [-4.347, -0.075, -2.299], [-3.892, 1.541, -2.764], [0.176, -2.779, 1.565], [2.942, -2.988, -1.604], [5.653, 2.566, 3.215], [-3.379, 3.114, -1.510], [-1.098, -1.744, -2.352], [-4.208, -2.220, -3.636], [-2.663, -3.978, -1.702], [5.746, 0.703, -3.120], [-3.395, 6.525, 4.367], [-4.224, -0.803, 0.707], [-5.473, -1.212, -1.066], [-0.161, -2.039, 2.278], [-5.331, -1.559, -0.054], [2.328, -0.302, 0.327], [1.869, 1.330, -0.020], [-1.906, -0.840, -0.577], [5.372, 3.463, 0.516], [-5.361, 1.262, -1.802], [5.380, -3.705, -0.845], [9.000, -1.173, -2.467], [-2.103, 0.694, -0.689], [-0.503, -1.025, -0.087], [5.416, 2.503, 4.275], [-4.332, 0.957, -1.968], [1.480, 0.385, 0.325], [4.338, -4.750, -3.046], [8.004, -0.236, -3.608], [-4.445, 3.101, -0.166], [5.548, 1.683, 0.556], [4.852, 2.516, 0.661], [7.984, -0.949, -2.784], [3.858, -5.507, -2.426], [5.294, -5.126, -3.407], [6.302, 1.736, 2.935], [5.568, 0.055, -2.261], [2.354, -2.785, -2.499]]}